*a*
Density functional theory data (ωB97M-V/def2-TZVPD) for a cluster of 2 separate species, CH4OS2 in total.

Output
LUMO level ... -0.0173 hartree
Gap between HOMO and LUMO ... 9.1 eV

CARTESIAN COORDINATES (ANGSTROEM)
C 1.3712 0.3551 0.9645
O 3.3641 0.2133 -0.6779
S -2.5495 -0.7010 -0.7321
S 2.0496 -0.3949 -0.3824
H 1.9106 0.9471 1.6312
H 0.3539 0.0753 1.1132
H -2.6646 0.5886 -1.1470
H -3.8352 -1.0836 -0.7694

Atomic charges from the natural (NBO) analysis, expressed in e, are listed below: C -0.69; O -0.89; S -0.31; S 1.14; H 0.23; H 0.22; H 0.15; H 0.15

=====

*b*
Density functional theory data (ωB97M-V/def2-TZVPD) for a cluster of 2 separate species, CH4OS2 in total.

Output
SMILES string ... C=O.SS
LUMO level ... 0.0193 hartree
Gap between HOMO and LUMO ... 9.8 eV

CARTESIAN COORDINATES (ANGSTROEM)
C -1.6714 -4.6038 0.5565
O -0.9096 -3.8536 -0.0257
H -1.4861 -5.6679 0.4889
H -2.5019 -4.0690 1.0233
S 1.8136 3.7262 -1.0426
S 1.8117 5.6666 -0.6477
H 0.5728 3.1902 -0.9945
H 2.3708 5.6114 0.6418

Atomic charges from the natural (NBO) analysis, expressed in e, are listed below: C 0.24; O -0.50; H 0.13; H 0.13; S -0.14; S -0.11; H 0.12; H 0.13

=====

According to the calculations, the structures order from most to least stable as *b*, *a*.